Record 1
16
Properties=species:S:1:pos:R:3:forces:R:3:nbo_charge:R:1 method="wB97M-V/def2-TZVPD" largest_force_ev_per_a=4.60 homo_energy_ev="-11.8151 / -11.8144" total_charge=+1 de_lowest_kcal_mol=98.2 lumo_ev="-4.298 / -4.298"
C 0.2075 -1.2370 -0.1003 0.513 -2.049 0.327 -0.123
C -2.1010 -0.7170 -0.3464 -4.087 0.753 -1.973 -0.197
C 1.6532 0.6221 -0.7177 -0.731 -1.803 0.692 0.514
C 0.1205 0.8922 1.1174 -1.052 0.066 0.701 -0.453
N 0.7261 0.0713 0.0405 -0.878 2.031 0.222 -0.289
N -1.1484 -1.5104 -0.0356 1.612 0.791 -0.515 -0.388
O 2.2381 1.7838 -0.4946 -1.004 -0.361 0.884 -0.635
H 0.8565 -2.0669 0.1722 -0.153 0.402 -0.162 0.226
H -3.1828 -1.0984 -0.3983 1.944 0.279 0.665 0.227
H -2.0252 0.1486 -1.0211 0.797 -0.106 0.961 0.215
H 2.0477 -0.0895 -1.4122 0.302 0.000 -1.016 0.194
H 0.0241 1.9253 0.8112 -0.030 0.109 -0.096 0.234
H -0.8725 0.5141 1.4694 0.784 0.157 -0.919 0.243
H 0.7116 0.8465 2.0144 0.724 -0.043 0.136 0.244
H -1.5005 -2.4425 0.1704 0.917 -0.171 0.429 0.452
H 2.2450 2.3578 -1.2692 0.344 -0.056 -0.339 0.535

=====

Record 2
51
Properties=species:S:1:pos:R:3:forces:R:3:nbo_charge:R:1 method="wB97M-V/def2-TZVPD" largest_force_ev_per_a=1.29 homo_energy_ev=-4.2948 total_charge=-1 lumo_ev=2.505
C -0.0810 1.6046 5.7351 -0.179 0.293 0.166 -0.633
C 0.1149 1.1059 4.3112 0.085 -0.522 0.091 -0.197
Cl -0.0071 2.5230 3.1945 0.122 -0.008 -0.044 -0.102
C -0.8017 -0.0429 3.8667 0.647 0.336 0.570 -0.655
Cl -2.5085 0.4571 4.1739 -0.120 -0.028 -0.028 -0.104
Nb -0.3937 -1.2651 1.9717 -0.088 0.905 0.343 1.560
C 1.6186 -1.2937 2.8906 -0.369 -0.672 0.772 -1.077
F 0.1701 -2.3953 0.6236 0.615 -0.705 -0.894 -0.536
C -0.4697 0.4535 0.4727 -0.218 0.073 -0.334 -1.028
C -1.3545 1.5598 0.1160 0.657 -0.169 -0.023 0.676
O -2.5057 1.6310 -0.0714 -0.485 0.126 -0.091 -0.504
Cl -0.3341 3.1288 -0.3652 -0.163 -0.134 0.111 -0.297
P -2.8641 -2.1257 1.6997 0.408 -0.130 0.026 0.658
O -3.4087 -2.8690 3.0675 -0.222 -0.070 0.213 -0.986
Cl -4.3095 -0.6121 1.5199 0.059 0.012 -0.040 -0.362
H -1.0235 2.1618 5.8255 0.233 -0.267 0.000 0.226
H -0.1059 0.7466 6.4217 0.008 0.192 -0.135 0.207
H 0.7342 2.2805 6.0313 -0.156 -0.208 -0.113 0.205
H 1.1392 0.7298 4.2158 -0.204 0.249 -0.073 0.216
H -0.5957 -0.8367 4.6130 -0.221 0.220 -0.209 0.227
H -0.6793 -2.7153 3.0206 -0.342 0.206 -0.206 -0.193
H 2.1334 -0.3614 2.5996 -0.137 -0.249 -0.144 0.217
H 2.1522 -2.1835 2.5230 -0.027 0.380 -0.090 0.232
H 1.6168 -1.3590 3.9876 0.129 0.071 -0.258 0.219
H -0.3635 -0.1383 -0.4597 -0.115 0.064 0.344 0.285
H 0.5478 0.8401 0.6685 -0.269 -0.168 0.029 0.264
H -4.2724 -3.2759 2.9045 0.274 0.111 -0.020 0.480
C 3.3167 1.3029 -2.4774 -0.029 -0.003 0.013 -0.633
C 3.0831 -0.1255 -2.0054 -0.071 0.024 0.088 0.102
C 3.5812 -1.1476 -3.0179 -0.037 -0.008 0.018 -0.628
O 1.7137 -0.3331 -1.7071 0.480 -0.232 0.114 -0.748
H 2.7624 1.4803 -3.4037 0.026 0.013 0.003 0.201
H 2.9556 2.0092 -1.7298 -0.010 0.001 -0.006 0.226
H 4.3758 1.4930 -2.6643 0.010 0.000 -0.006 0.195
H 3.6010 -0.2819 -1.0546 0.060 0.012 -0.027 0.166
H 3.0391 -1.0264 -3.9606 0.021 -0.008 -0.009 0.195
H 3.4071 -2.1586 -2.6494 -0.007 0.001 -0.009 0.216
H 4.6474 -1.0235 -3.2189 0.009 0.006 0.001 0.197
H 1.1917 -0.1980 -2.5127 -0.115 0.051 0.052 0.491
C -2.2178 1.2637 -4.4042 0.068 0.041 0.022 -0.633
C -1.3509 0.0735 -4.0284 -0.140 -0.117 -0.079 0.102
C -2.1455 -1.0049 -3.3097 0.052 -0.002 0.050 -0.638
O -0.2490 0.4978 -3.2236 -0.403 0.153 -0.262 -0.741
H -2.6412 1.7124 -3.5013 -0.024 -0.003 -0.016 0.217
H -1.6257 2.0219 -4.9174 -0.007 -0.002 0.003 0.213
H -3.0405 0.9586 -5.0532 0.004 -0.008 0.014 0.205
H -0.8896 -0.3439 -4.9274 -0.004 0.003 0.011 0.166
H -2.5706 -0.6040 -2.3845 -0.024 -0.010 -0.013 0.220
H -1.5038 -1.8467 -3.0489 0.001 0.002 0.008 0.223
H -2.9668 -1.3686 -3.9300 0.006 0.015 0.001 0.206
H -0.6220 0.9006 -2.4277 0.210 0.164 0.065 0.484

=====

Record 3
134
Properties=species:S:1:pos:R:3:forces:R:3:mulliken_charge:R:1 method="wB97M-V/def2-TZVPD" largest_force_ev_per_a=3.48 homo_energy_ev=-9.3845 de_lowest_kcal_mol=146.6 lumo_ev=0.154
C -5.6050 -17.5221 -9.6858 1.003 -0.643 0.593 -1.445
C -6.2558 -16.4004 -8.9409 -1.105 0.937 -0.116 0.588
C -5.3711 -15.3417 -8.2868 0.615 -0.169 0.298 -0.820
O -6.0245 -14.5099 -7.3311 -0.749 -0.540 -1.207 -0.320
C -5.3501 -13.3043 -7.0070 -0.669 -1.191 0.242 -0.700
N -7.1945 -15.7832 -9.9047 -0.316 0.446 0.632 -0.670
H -6.3992 -18.2332 -9.9135 0.172 -0.160 -0.105 0.405
H -4.8716 -18.0154 -9.0480 0.182 -0.292 -0.148 0.369
H -5.1324 -17.2238 -10.6216 0.067 0.147 0.048 0.350
H -6.8062 -16.8542 -8.1168 -0.404 0.111 0.016 0.201
H -4.8642 -14.7738 -9.0670 -0.011 0.423 -0.158 0.334
H -4.5938 -15.8518 -7.7178 0.386 -0.327 -0.137 0.358
H -5.4040 -12.5664 -7.8074 0.148 0.029 -0.094 0.284
H -4.3281 -13.5735 -6.7402 0.257 0.517 0.134 0.315
H -5.9372 -12.9892 -6.1444 0.500 0.541 0.058 0.229
H -6.6399 -15.3890 -10.6511 0.194 0.339 -0.114 0.261
H -7.6944 -16.5273 -10.3699 -0.326 -0.136 0.068 0.264
C -10.4324 -5.6748 -5.1328 -0.370 0.211 0.075 -1.439
C -11.6308 -5.1467 -5.9388 1.589 -0.547 2.050 0.507
C -12.0005 -3.7072 -5.4143 -0.595 -1.222 -1.162 -0.686
O -13.1597 -3.3268 -6.0980 -0.817 0.809 -0.063 -0.314
C -13.6828 -2.0959 -5.5895 -0.363 -0.703 -1.314 -0.766
N -11.3096 -5.3651 -7.3454 -0.808 1.646 0.026 -0.721
H -9.5044 -5.2058 -5.4600 -0.027 0.134 0.110 0.306
H -10.3290 -6.7486 -5.2886 0.017 -0.044 0.039 0.367
H -10.6169 -5.4931 -4.0740 0.290 -0.088 0.119 0.385
H -12.4427 -5.8204 -5.6649 -0.591 0.367 0.239 0.202
H -11.2727 -2.9055 -5.5400 0.683 -0.300 -0.008 0.390
H -12.3386 -3.7458 -4.3788 0.795 -0.468 0.506 0.365
H -14.6267 -2.0222 -6.1295 -0.018 0.510 0.167 0.242
H -13.0208 -1.2713 -5.8539 0.028 0.173 0.055 0.320
H -13.8904 -2.0789 -4.5196 0.201 -0.339 0.202 0.305
H -11.3709 -6.3542 -7.5405 0.046 -0.179 0.071 0.259
H -12.1356 -4.9529 -7.7554 -0.036 0.027 -1.125 0.281
C -11.0085 -9.6880 -15.3939 2.115 1.427 0.033 -0.275
C -9.7649 -8.7786 -15.8305 -0.369 -1.069 -1.274 -0.385
O -8.5461 -9.0237 -15.1586 -0.185 -0.177 0.695 -0.519
O -11.4981 -9.0244 -14.2593 -1.014 0.289 0.965 -0.532
H -10.6995 -10.7000 -15.1323 0.222 -0.051 -0.295 0.252
H -11.7855 -9.7285 -16.1573 0.082 0.150 -0.078 0.263
H -10.0073 -7.7181 -15.7619 -0.523 -0.064 0.236 0.293
H -9.4757 -8.9305 -16.8704 -0.423 -0.276 -0.264 0.307
H -8.5496 -8.5098 -14.3477 0.075 -0.060 0.167 0.294
H -11.2677 -9.4702 -13.4409 0.029 -0.173 -0.166 0.303
C -19.4234 -13.2778 -4.6798 -0.797 -0.217 0.059 -0.504
C -19.0917 -13.7819 -3.2803 1.123 -1.193 -0.590 -0.351
O -19.2904 -12.8455 -2.2713 -0.617 1.034 0.444 -0.513
O -18.5032 -12.3376 -5.2104 -0.159 -0.263 0.528 -0.508
H -20.4061 -12.8069 -4.7041 -0.327 0.053 0.445 0.289
H -19.5601 -14.1053 -5.3759 0.597 -0.183 0.067 0.347
H -18.0410 -14.0669 -3.2270 0.409 0.007 -0.609 0.279
H -19.5800 -14.7261 -3.0390 -0.731 -0.037 -0.296 0.347
H -18.9287 -13.2321 -1.4705 -0.031 0.222 0.130 0.308
H -18.6921 -11.5902 -4.6383 0.548 0.609 -0.188 0.306
C -18.0433 -20.5532 -11.4630 -0.551 1.456 0.587 -0.476
C -16.7126 -19.9668 -11.9555 -2.145 0.151 1.333 -0.222
O -15.9413 -21.0536 -12.1715 2.600 -1.612 -1.009 -0.520
O -18.7922 -21.0973 -12.5295 -0.261 -0.101 -0.465 -0.520
H -18.6008 -19.7595 -10.9658 -0.335 0.102 0.101 0.350
H -17.9457 -21.3631 -10.7401 0.639 0.140 0.042 0.229
H -16.2543 -19.3466 -11.1851 0.063 -0.025 0.054 0.312
H -16.8984 -19.3450 -12.8313 0.007 0.111 -0.268 0.212
H -16.4017 -21.6410 -12.7752 -0.024 -0.107 -0.142 0.320
H -19.4510 -20.4447 -12.7778 0.013 -0.110 -0.223 0.315
C -14.0403 -20.6831 -6.1729 -1.236 -0.082 0.183 -0.359
C -14.9209 -19.5942 -5.5102 1.976 -0.162 -1.112 -0.379
O -16.2604 -19.6895 -5.9501 0.010 0.598 0.353 -0.485
O -14.2638 -21.9125 -5.4623 0.793 0.109 -0.079 -0.497
H -12.9859 -20.4249 -6.2709 0.081 -0.223 0.862 0.333
H -14.3375 -20.8533 -7.2077 -0.345 0.321 -0.196 0.233
H -14.4870 -18.6314 -5.7800 -0.639 0.277 -0.621 0.312
H -14.6945 -19.5871 -4.4440 -0.807 -0.590 0.401 0.236
H -16.6425 -20.5546 -5.7852 0.139 -0.040 0.214 0.328
H -15.2151 -22.0368 -5.4294 0.024 -0.203 -0.014 0.277
C -12.6699 -13.3099 -8.6633 0.315 0.373 0.184 -0.458
C -12.3293 -11.8399 -8.4446 1.103 -0.810 0.960 -0.165
O -11.0465 -11.5901 -9.0330 -0.564 1.211 -1.054 -0.520
O -11.7298 -14.0620 -7.8732 -0.729 -0.197 0.125 -0.515
H -12.5537 -13.6521 -9.6917 -0.061 0.504 -0.286 0.259
H -13.7097 -13.5110 -8.4051 0.209 -0.321 0.582 0.316
H -12.1530 -11.6654 -7.3832 -0.355 -0.534 0.470 0.192
H -13.1170 -11.1084 -8.6252 0.372 0.040 -1.276 0.354
H -10.4160 -12.2833 -8.8244 -0.253 0.039 0.323 0.249
H -10.8958 -14.0616 -8.3487 0.008 -0.323 -0.028 0.284
C -16.7998 -7.0127 -2.2432 -0.126 -0.816 -0.716 -0.450
C -17.3185 -6.9166 -3.6904 2.358 2.059 1.531 -0.338
O -18.5294 -7.4721 -3.9138 -1.922 -1.442 -0.414 -0.499
O -16.4658 -8.3651 -1.9495 0.296 0.300 0.466 -0.491
H -17.5041 -6.5877 -1.5282 -0.420 -0.129 0.098 0.312
H -15.9070 -6.3974 -2.1320 0.244 -0.253 -0.171 0.321
H -16.5482 -7.3442 -4.3320 -0.268 -0.180 -0.152 0.251
H -17.3409 -5.8383 -3.8480 0.024 0.368 -0.585 0.288
H -19.2165 -6.9355 -3.5119 -0.032 0.007 0.022 0.320
H -17.2680 -8.8906 -1.9054 -0.152 0.053 -0.088 0.287
C -15.7602 -14.3342 -16.6483 -1.692 -0.355 2.222 -0.428
C -16.7218 -13.5129 -15.7015 2.055 0.070 -0.578 -0.240
O -16.2064 -13.5785 -14.3655 -0.622 -0.121 -0.506 -0.507
O -16.1367 -14.0330 -17.9520 0.318 -0.002 -0.954 -0.513
H -15.9356 -15.3905 -16.4444 -0.015 -0.276 0.048 0.217
H -14.7112 -14.2086 -16.3802 -0.009 0.748 -0.483 0.325
H -17.7600 -13.8170 -15.8347 -0.065 -0.440 0.339 0.235
H -16.6678 -12.4961 -16.0905 0.021 0.237 0.107 0.280
H -16.5431 -12.8131 -13.8940 0.005 0.007 0.161 0.305
H -16.8145 -14.6766 -18.1710 0.000 0.148 -0.345 0.327
C -10.6054 -12.6885 -1.8062 -0.294 1.574 0.291 -0.333
C -10.7444 -11.9181 -0.4769 0.638 0.488 -0.484 -0.384
O -11.3323 -10.6304 -0.5597 -0.127 0.023 -0.430 -0.522
O -11.8180 -13.3204 -2.0897 -0.834 -1.243 0.394 -0.509
H -9.6890 -13.2693 -1.7018 -0.275 -0.879 -0.222 0.269
H -10.4897 -12.0245 -2.6628 0.828 0.664 0.368 0.298
H -9.7252 -11.7207 -0.1448 0.007 -0.088 0.252 0.293
H -11.2788 -12.4671 0.2984 0.122 -0.597 -0.182 0.274
H -12.1722 -10.7315 -1.0134 -0.232 0.073 -0.012 0.308
H -11.9147 -13.4885 -3.0299 0.158 -0.014 0.006 0.307
C -6.0732 -4.3593 -11.4978 0.129 -1.004 -0.816 -0.414
C -5.5821 -3.5531 -10.3370 1.868 -1.547 -0.218 -0.304
O -6.5646 -3.1831 -9.4688 -1.534 1.608 0.984 -0.498
O -6.5643 -5.6441 -11.0423 0.025 0.544 -0.219 -0.520
H -5.2669 -4.6527 -12.1700 0.368 0.182 0.222 0.289
H -6.7637 -3.8469 -12.1676 -0.537 0.118 0.374 0.254
H -4.9009 -2.7403 -10.5891 -0.724 0.567 -0.302 0.357
H -4.8899 -4.2193 -9.8221 0.246 -0.410 0.174 0.246
H -7.0669 -3.9197 -9.1129 0.293 -0.191 -0.089 0.292
H -7.3836 -5.5413 -10.5527 -0.171 0.130 -0.098 0.293
C -19.7098 -8.4267 -11.0752 0.065 -0.847 -0.450 -0.486
C -20.8562 -8.8231 -12.0601 1.051 0.135 1.507 -0.303
O -20.4564 -8.4338 -13.3471 -0.386 0.067 -0.434 -0.505
O -18.6271 -9.4093 -11.0341 -0.966 0.743 -0.048 -0.500
H -20.0342 -8.2891 -10.0438 -0.483 0.068 -0.126 0.373
H -19.3101 -7.4744 -11.4239 0.098 -0.041 -0.074 0.245
H -21.7793 -8.3188 -11.7745 -0.062 0.253 0.183 0.319
H -21.0584 -9.8934 -12.0191 0.175 -0.221 0.141 0.251
H -21.2873 -8.4020 -13.8269 0.218 0.102 -0.595 0.304
H -18.6842 -9.7565 -10.1408 0.299 -0.281 -0.102 0.301

=====

Record 4
19
Properties=species:S:1:pos:R:3:forces:R:3:nbo_charge:R:1 method="wB97M-V/def2-TZVPD" largest_force_ev_per_a=4.27 homo_energy_ev=-12.7119 total_charge=+1 de_lowest_kcal_mol=81.1 lumo_ev=-3.523
C 2.1497 0.8087 0.2177 -0.346 -0.073 0.087 -0.083
C 1.4998 0.2015 1.2126 0.161 0.259 0.042 -0.311
C 1.4283 0.6318 -1.0795 0.238 0.070 -0.325 -0.258
C -1.0414 -0.1241 -1.2342 -0.063 0.071 -0.283 -0.222
C -1.9166 -0.4974 -0.0241 -0.503 -0.275 -0.772 -0.240
C 0.3112 -0.4387 0.6532 -0.032 -4.262 0.286 0.265
N 0.2970 -0.1836 -0.6961 -0.262 0.196 0.350 -0.438
N -1.0806 -0.1417 1.1525 0.051 0.426 0.271 -0.541
H 3.0682 1.3601 0.2885 0.222 0.049 0.095 0.249
H 1.7819 0.1542 2.2460 0.109 -0.061 0.207 0.255
H 1.1181 1.5885 -1.5162 0.004 -0.022 0.013 0.227
H 2.0522 0.1166 -1.8171 0.002 0.081 0.004 0.238
H -1.1746 -0.8403 -2.0493 -0.167 0.080 0.088 0.235
H -1.2667 0.8795 -1.6141 -0.002 -0.085 0.032 0.211
H -2.8726 0.0226 -0.0107 0.092 -0.013 0.148 0.249
H -2.0860 -1.5749 -0.0043 0.059 0.144 0.172 0.248
H 0.2245 -2.1421 0.9201 0.282 3.519 -0.254 0.028
H -1.1649 0.8609 1.3688 0.006 -0.153 -0.010 0.430
H -1.3275 -0.6815 1.9862 0.145 0.048 -0.151 0.458

=====

Number 1: electronic energy -342.200817 hartree. Number 2: electronic energy -3114.000269 hartree. Number 3: electronic energy -2880.411295 hartree. Number 4: electronic energy -344.385945 hartree.